[1]
A structure of composition C32H32Cl2Ge2HgN2O in a non-equilibrium geometry. Source: OMol25; level of theory: wB97M-V/def2-TZVPD.

Results
Net charge: -2

Each line ends with the natural charge from an NBO analysis.
Atoms and positions in Å:
Hg -1.2607 0.2558 -1.0515  1.18
Cl -0.3966 5.5027 0.5714  -0.05
C -0.7392 4.1828 1.6648  -0.20
C -0.9170 4.4761 3.0128  -0.21
C -1.1805 3.4796 3.9166  -0.13
Cl -1.4024 3.9045 5.6104  -0.08
C -1.2824 2.1353 3.4999  -0.03
C -1.5454 1.0481 4.3630  -0.20
C -1.6082 -0.2214 3.8598  -0.25
C -1.4166 -0.4149 2.4809  0.03
N -1.1712 0.5721 1.6600  -0.42
C -1.0977 1.8365 2.1215  0.04
C -0.8091 2.8752 1.1171  0.46
O -0.6364 2.6203 -0.0976  -0.74
H -0.8392 5.5021 3.3481  0.22
H -1.6961 1.2366 5.4176  0.21
H -1.7989 -1.0694 4.5053  0.20
H -1.4756 -1.4073 2.0403  0.20
C 2.2011 -1.4702 2.6224  -1.07
Ge 2.7684 0.0246 1.4400  1.14
C 4.7530 -0.0692 1.5443  -1.06
C 2.3618 1.5879 2.5819  -1.07
Ge 1.4075 -0.0301 -0.6427  0.35
C 2.2194 1.5006 -1.6603  -0.37
C 3.1125 2.4158 -1.0993  -0.23
C 3.5121 3.5617 -1.7782  -0.22
C 3.0296 3.8198 -3.0526  -0.23
C 2.1394 2.9252 -3.6341  -0.24
C 1.7362 1.7938 -2.9391  -0.16
C 2.2209 -1.5965 -1.6139  -0.38
C 1.7506 -1.9183 -2.8914  -0.16
C 2.1451 -3.0758 -3.5486  -0.23
C 3.0137 -3.9675 -2.9303  -0.25
C 3.4825 -3.6816 -1.6556  -0.22
C 3.0872 -2.5135 -1.0119  -0.24
H 2.5219 -1.2854 3.6510  0.21
H 2.6007 -2.4349 2.2994  0.21
H 1.1117 -1.5384 2.6110  0.23
H 5.0329 -0.0745 2.6007  0.21
H 5.2135 0.7963 1.0631  0.22
H 5.1475 -0.9699 1.0693  0.21
H 2.6869 1.3992 3.6087  0.21
H 1.2885 1.7733 2.5919  0.24
H 2.8462 2.5004 2.2263  0.22
H 3.4953 2.2413 -0.0990  0.19
H 4.1927 4.2615 -1.3059  0.19
H 3.3305 4.7162 -3.5822  0.19
H 1.7428 3.1244 -4.6235  0.19
H 1.0043 1.1333 -3.3944  0.19
H 1.0435 -1.2535 -3.3779  0.20
H 1.7625 -3.2940 -4.5396  0.20
H 3.3139 -4.8790 -3.4339  0.19
H 4.1539 -4.3734 -1.1580  0.19
H 3.4593 -2.3124 -0.0123  0.20
C -1.8887 -2.7636 -1.7052  -0.62
C -3.3675 -2.5315 -1.5993  -0.15
C -4.2202 -3.5991 -1.8496  -0.20
C -5.6033 -3.5086 -1.7413  -0.37
C -6.1380 -2.2826 -1.3281  -0.25
C -5.3453 -1.1867 -1.0700  -0.01
C -5.9428 0.1039 -0.5931  -0.64
C -3.8967 -1.2333 -1.2231  0.14
N -3.2663 -0.0874 -0.9712  -1.08
H -1.6809 -3.8316 -1.8189  0.19
H -1.3555 -2.4159 -0.8147  0.20
H -1.4375 -2.2452 -2.5608  0.20
H -3.7779 -4.5523 -2.1350  0.17
H -6.2398 -4.3616 -1.9484  0.17
H -7.2160 -2.1831 -1.2089  0.17
H -7.0360 0.0443 -0.5701  0.17
H -5.6319 0.9327 -1.2355  0.22
H -5.5721 0.3495 0.4073  0.21

Forces on atoms 1 to 6 (eV/Å):
Hg 0.7 -0.7 0.7
Cl 0.0 0.0 0.0
C 0.0 0.0 0.0
C 0.0 -0.1 -0.1
C 0.0 0.1 0.1
Cl 0.0 0.0 0.0

***

[2]
A structure of composition C32H32Cl2N12PPt in a non-equilibrium geometry. Source: OMol25; level of theory: wB97M-V/def2-TZVPD.

Results
Net charge: +1

Each line ends with the Mulliken charge.
Atoms and positions in Å:
Pt -0.0149 0.3115 -0.0292  1.26
C 0.2965 5.0350 -3.9647  -0.81
N 0.7789 4.3798 -2.7585  0.16
C 1.7235 4.8751 -1.9097  -0.31
C 1.8739 3.9436 -0.9203  -0.69
N 1.0392 2.8926 -1.1461  0.16
C 0.3891 3.1697 -2.2576  -0.20
P -0.9476 2.2143 -3.0366  -0.50
C -2.0302 1.9245 -1.5844  -0.08
N -1.6300 1.7074 -0.3306  0.25
C -2.7409 1.8420 0.4575  -1.04
C -3.8221 2.1044 -0.3219  -0.42
N -3.3609 2.1605 -1.6110  0.30
C -4.2026 2.2908 -2.7904  -0.89
C -0.1712 0.5813 -3.1536  -0.19
N 0.6522 0.0873 -2.2447  0.19
C 1.2125 -1.0323 -2.7866  -0.71
C 0.7124 -1.2173 -4.0428  -0.78
N -0.1601 -0.1878 -4.2731  0.26
C -1.0047 -0.0360 -5.4472  -0.87
H 0.8251 5.9772 -4.0768  0.32
H -0.7709 5.2358 -3.8927  0.31
H 0.4887 4.4175 -4.8401  0.31
H 2.2034 5.8224 -2.0843  0.42
H 2.5256 3.9842 -0.0651  0.44
H -2.6868 1.7633 1.5282  0.69
H -4.8571 2.2659 -0.0769  0.55
H -5.0638 2.9068 -2.5453  0.34
H -4.5421 1.3092 -3.1187  0.30
H -3.6408 2.7669 -3.5902  0.36
H 1.9330 -1.6200 -2.2450  0.60
H 0.8995 -1.9795 -4.7790  0.48
H -0.6535 -0.7173 -6.2168  0.33
H -0.9475 0.9834 -5.8234  0.32
H -2.0403 -0.2751 -5.2089  0.31
C 5.3721 0.6131 0.5625  -0.66
C 4.2687 1.3404 0.9811  -0.86
C 2.9909 0.8083 0.8926  -0.50
C 2.7737 -0.4755 0.3809  0.86
C 3.9002 -1.2074 -0.0301  -0.23
C 5.1705 -0.6665 0.0584  -0.82
N 1.4778 -0.9780 0.2465  0.51
C 1.2646 -2.3570 0.3939  -0.48
C 1.9765 -3.1125 1.3381  -0.08
C 1.7166 -4.4592 1.5178  -0.78
C 0.7333 -5.0993 0.7716  -0.71
C 0.0245 -4.3632 -0.1651  -0.97
C 0.2914 -3.0148 -0.3576  -0.08
H 6.3677 1.0300 0.6283  0.41
H 4.4053 2.3347 1.3913  0.44
H 2.1311 1.3703 1.2394  0.47
H 3.7707 -2.2028 -0.4352  0.42
H 6.0164 -1.2517 -0.2810  0.40
H 2.7287 -2.6217 1.9443  0.60
H 2.2825 -5.0141 2.2563  0.42
H 0.5303 -6.1521 0.9142  0.42
H -0.7384 -4.8431 -0.7663  0.46
H -0.2503 -2.4566 -1.1071  0.24
Cl -2.7024 -1.6038 -0.6944  -0.13
C -3.1908 -1.2801 0.9415  1.41
C -4.5128 -1.5529 1.2426  -0.77
C -5.0101 -1.3206 2.5142  -0.57
C -4.1767 -0.7716 3.4699  -0.74
C -2.8599 -0.4848 3.1481  1.16
Cl -1.9589 0.4036 4.3495  -0.20
C -2.2961 -0.7608 1.8905  -2.00
N -0.9497 -0.5039 1.5959  0.23
H -5.1458 -1.9609 0.4671  0.48
H -6.0425 -1.5399 2.7466  0.41
H -4.5366 -0.5350 4.4612  0.47
N 1.4793 -2.5123 6.5446  -0.38
C 1.2354 -1.7292 5.4836  0.47
N 1.7137 -0.4707 5.4765  -0.37
N 0.5705 -2.2615 4.4725  -0.63
C 0.1459 -1.5501 3.4933  0.71
N -0.0992 -0.9961 2.4932  -0.18
H 1.7190 -2.0885 7.4259  0.25
H 0.9301 -3.3565 6.5966  0.27
H 2.4590 -0.2292 6.1107  0.26
H 1.7583 -0.0033 4.5824  0.18

Forces on atoms 1 to 6 (eV/Å):
Pt -0.2 -0.3 -1.0
C 0.0 0.0 0.0
N 0.0 0.1 -0.1
C 0.0 0.0 -0.1
C -0.1 -0.1 0.0
N 0.0 0.0 0.1

***

[3]
A cluster of 8 separate species, C32H32F4N4 in total. Source: OMol25; level of theory: wB97M-V/def2-TZVPD.

Results
Net charge: 0
SMILES: Fc1ccccc1.Fc1ccccc1.Fc1ccccc1.Fc1ccccc1.CC#N.CC#N.CC#N.CC#N

Each line ends with the Mulliken charge.
Atoms and positions in Å:
F 7.7366 -0.8920 0.4706  -0.34
C 6.6958 -0.1846 0.9074  0.47
C 5.4305 -0.4980 0.4424  -0.49
C 4.3643 0.2611 0.9013  -0.39
C 4.5635 1.3288 1.7650  -0.41
C 5.8339 1.5951 2.2609  -0.46
C 6.9092 0.8586 1.7788  -0.45
H 5.2741 -1.2783 -0.2892  0.47
H 3.4010 0.0426 0.4554  0.40
H 3.7356 1.9780 2.0263  0.41
H 5.9816 2.4070 2.9588  0.39
H 7.9147 1.0339 2.1447  0.39
F 0.9784 -1.9811 1.0559  -0.27
C 0.1452 -0.9437 0.8500  0.05
C -1.0740 -1.2386 0.2649  -0.63
C -1.9653 -0.2244 -0.0437  0.04
C -1.6351 1.0840 0.2663  -0.60
C -0.4059 1.3616 0.8568  -0.73
C 0.4868 0.3516 1.1874  -0.27
H -1.2329 -2.2816 0.0169  0.48
H -2.8740 -0.4615 -0.5830  0.49
H -2.2257 1.9446 -0.0088  0.40
H -0.0897 2.3895 0.9796  0.36
H 1.4245 0.5685 1.6824  0.62
F -7.2842 -0.2969 0.3608  -0.33
C -6.4203 0.5964 -0.1516  0.36
C -5.8869 1.5663 0.6768  -0.51
C -4.9901 2.4797 0.1327  -0.33
C -4.5668 2.3555 -1.1812  -0.56
C -5.1446 1.3984 -2.0115  -0.42
C -6.0608 0.5023 -1.4784  -0.41
H -6.1489 1.5908 1.7256  0.45
H -4.5124 3.1961 0.7900  0.28
H -3.8625 3.0890 -1.5561  0.62
H -4.8291 1.3166 -3.0431  0.50
H -6.5071 -0.2455 -2.1232  0.41
F 6.2044 -2.9238 2.8888  -0.28
C 5.0590 -3.6194 3.0492  0.39
C 5.1359 -4.9448 3.4207  -0.58
C 3.9585 -5.6519 3.6193  -0.28
C 2.7315 -5.0139 3.4947  -0.69
C 2.6890 -3.6879 3.0886  -0.32
C 3.8526 -2.9724 2.8710  -0.19
H 6.0779 -5.4494 3.5885  0.41
H 4.0018 -6.6983 3.8920  0.35
H 1.8192 -5.5503 3.7204  0.38
H 1.7325 -3.2057 2.9513  0.38
H 3.8655 -1.9265 2.5969  0.42
C -1.6320 1.5326 -3.0033  0.72
C -1.3065 2.8753 -2.5466  0.17
N -1.0875 3.9588 -2.2373  -0.46
H -1.8626 1.5599 -4.0659  0.47
H -2.5078 1.1445 -2.4821  -0.59
H -0.8794 0.7998 -2.7271  -0.32
C -2.4380 6.7403 0.5660  -0.89
C -2.2326 5.4184 1.1426  0.45
N -2.0864 4.3640 1.5725  -0.42
H -2.0678 7.4903 1.2662  0.33
H -3.5084 6.9347 0.4964  0.28
H -1.9450 6.8069 -0.3976  0.27
C 0.8872 -1.8489 -2.5167  -0.38
C 2.1103 -2.1202 -1.7758  0.27
N 3.0909 -2.2988 -1.2112  -0.40
H 1.1085 -1.9119 -3.5805  0.48
H 0.4740 -0.8912 -2.2116  -0.30
H 0.0848 -2.5604 -2.3216  0.28
C -4.4086 -1.8749 -4.9664  -0.97
C -3.4319 -1.8054 -3.8910  0.42
N -2.6606 -1.7385 -3.0441  -0.30
H -4.7837 -0.8826 -5.2072  0.27
H -5.2511 -2.5011 -4.6763  0.30
H -3.9530 -2.3172 -5.8506  0.34

Forces on atoms 1 to 6 (eV/Å):
F 0.5 -0.3 -0.2
C -0.8 0.2 -0.1
C 0.2 0.1 0.1
C 0.1 0.1 -0.7
C -0.2 0.0 0.2
C -0.1 -0.1 -0.6

***

Per-record HOMO energy, Eh: -0.0133, -0.3106, -0.3210
Per-record ΔE to the lowest compared entry with this formula, charge and spin, kJ/mol: 57.1, 144.0, 0.0